[1]
{"formula": "C33H44ClN3O9P2S3", "method": "ωB97M-V/def2-TZVPD", "orbital_gap_ev": 6.913, "smiles": "CCCNc1c2c(c(S(C)(=O)=O)c(Cl)c1OC(=O)c1ccccc1)Sc1cc(S)c(P(N)O)c(P(C)C)c1N2.CCOC(C)=O.CCOC(C)=O", "mol_weight_g_mol": 820.329, "lumo_energy_ev": -0.49, "symbols": ["H", "H", "H", "C", "H", "H", "H", "H", "H", "O", "C", "C", "C", "H", "H", "N", "C", "O", "O", "H", "H", "H", "H", "O", "C", "N", "C", "H", "C", "Cl", "C", "P", "H", "C", "H", "C", "H", "O", "S", "C", "P", "H", "C", "C", "C", "H", "H", "S", "N", "H", "C", "O", "H", "H", "C", "C", "C", "H", "S", "H", "O", "C", "H", "H", "C", "O", "H", "C", "H", "H", "C", "O", "H", "C", "H", "C", "H", "C", "C", "H", "H", "H", "C", "H", "C", "C", "C", "H", "H", "C", "H", "H", "C", "H", "H"], "coordinates": [[-1.535, -5.887, 3.062], [4.409, 5.005, 0.558], [0.893, -5.240, 1.752], [-3.097, 0.299, 2.181], [5.333, 3.583, 1.006], [5.812, 4.001, -4.125], [5.794, 2.681, 3.280], [-0.449, -2.432, 3.226], [-1.851, -6.607, 1.412], [-6.903, -3.252, -4.303], [6.275, 6.917, -2.077], [-4.415, 1.871, 0.040], [5.263, 4.664, 1.146], [0.150, 1.148, 2.387], [-1.237, 0.562, 5.295], [-4.500, -1.757, 1.480], [-4.115, -0.384, 1.322], [-1.937, -6.823, -2.725], [3.845, 4.493, 3.118], [4.117, 6.524, -3.632], [6.648, 8.825, -2.919], [2.390, -2.262, -2.676], [0.661, -6.918, 2.458], [6.846, 7.127, -1.035], [-2.254, 0.080, 5.172], [-3.132, -4.284, 1.430], [-4.402, -4.050, -2.273], [-1.128, -3.560, 1.870], [0.495, -5.335, -2.581], [-4.398, -4.992, -3.812], [-3.708, -4.580, -1.087], [-2.270, -0.741, 3.493], [-2.051, 4.339, -0.453], [3.712, 3.254, 3.613], [6.168, 5.123, 0.746], [4.615, 5.602, -3.325], [3.831, 4.934, -2.963], [-3.011, -5.793, -1.064], [-3.023, 4.293, 0.517], [-0.565, -1.336, 2.987], [-1.487, 2.721, 2.961], [4.996, 6.111, 2.696], [-0.838, -4.813, -2.180], [-4.443, -2.519, 0.269], [0.204, -2.443, -2.167], [0.416, -6.616, 0.693], [-0.317, -1.123, 1.910], [-5.951, -0.415, -0.794], [-0.054, 1.719, 3.216], [0.037, -1.349, -1.994], [0.265, -6.173, 1.719], [-2.187, 3.093, 4.484], [-3.054, 0.873, 5.232], [-4.430, -2.910, -5.590], [-3.415, 2.552, 0.872], [-5.123, -2.030, -0.962], [-3.744, -3.825, 0.203], [0.662, -6.428, -2.773], [-5.990, -2.227, -3.756], [6.157, 5.560, -4.850], [-6.750, -0.977, -3.659], [6.504, 7.804, -3.272], [-1.261, -4.430, 0.291], [5.922, 4.727, 3.224], [-1.654, -4.403, 1.340], [5.486, 5.832, -2.210], [2.660, -4.802, -3.046], [-0.945, -3.363, -2.000], [5.666, 7.834, -3.965], [-5.259, -1.300, -5.831], [-5.150, -2.749, -2.235], [2.695, 2.941, 4.184], [0.717, 2.413, 3.232], [-1.970, -5.853, -2.014], [4.837, 1.563, 4.215], [-4.726, -1.961, -5.085], [-1.480, 3.505, 5.022], [-2.760, 1.744, 1.949], [4.802, 2.245, 3.365], [-4.025, -2.217, 2.265], [-3.874, -1.357, -4.678], [-4.965, 2.380, -0.796], [5.075, 5.027, 2.604], [4.569, 1.680, 2.462], [-1.270, -5.813, 1.975], [1.644, -4.429, -2.751], [-4.737, 0.466, 0.265], [7.403, 7.476, -3.796], [4.669, 4.704, -5.285], [5.353, 4.931, -4.465], [-1.919, -2.893, -1.731], [0.205, -0.788, 3.614], [1.524, -2.961, -2.551], [-2.421, -0.626, 6.025], [-3.547, -5.198, 1.652]], "mulliken_charge": [0.41, 0.27, 0.26, 0.26, 0.25, 0.30, 0.34, 0.37, 0.32, -0.60, 0.85, -0.57, -0.72, 0.19, 0.25, -0.38, -0.51, -0.52, -0.36, 0.36, 0.32, 0.35, 0.34, -0.54, -0.97, -0.30, 0.34, -0.63, -0.63, -0.13, -0.24, 0.21, 0.15, 0.79, 0.28, -0.41, 0.32, -0.43, -0.23, -1.21, 0.34, 0.31, 0.76, -0.38, -0.74, 0.24, 0.36, -0.34, -0.46, 0.40, -1.08, -0.55, 0.27, 0.36, -0.46, 0.78, 0.49, 0.38, 1.42, 0.27, -0.65, -1.10, -0.56, 0.39, 1.24, -0.34, 0.34, 0.32, 0.33, 0.41, -0.47, -0.63, 0.20, 0.00, 0.34, -1.00, 0.33, 0.45, -1.00, 0.44, 0.31, 0.35, -0.53, 0.23, -0.61, -0.48, 0.49, 0.26, 0.36, -0.98, 0.23, 0.40, -0.43, 0.42, 0.37]}

***

[2]
{"formula": "AgI2", "method": "ωB97M-V/def2-TZVPD", "orbital_gap_ev": 6.443, "de_lowest_kcal_mol": 3.3, "mol_weight_g_mol": 361.676, "lumo_energy_ev": 2.44, "total_charge": -1, "symbols": ["I", "Ag", "I"], "coordinates": [[1.540, 6.550, 1.501], [2.066, 5.491, 3.947], [1.173, 2.653, 3.059]], "mulliken_charge": [-0.49, 0.20, -0.70]}

***

[3]
{"formula": "C5H5N", "method": "ωB97M-V/def2-TZVPD", "orbital_gap_ev": 10.804, "de_lowest_kcal_mol": 1.7, "smiles": "c1ccncc1", "mol_weight_g_mol": 79.102, "lumo_energy_ev": 1.05, "symbols": ["H", "H", "H", "N", "C", "C", "C", "C", "H", "H", "C"], "coordinates": [[-1.832, -0.757, -1.045], [0.734, -0.661, 2.324], [-1.193, -1.631, 1.253], [1.259, 0.626, 0.757], [-0.942, -0.404, -0.528], [-0.129, 0.495, -1.195], [-0.633, -0.873, 0.728], [0.519, -0.315, 1.317], [1.621, 1.739, -0.913], [-0.356, 0.784, -2.210], [0.952, 0.998, -0.491]], "mulliken_charge": [0.33, 0.33, 0.36, -0.56, -0.18, -0.37, -0.37, -0.09, 0.35, 0.35, -0.17]}

***

[4]
{"formula": "C4H9NO2", "method": "ωB97M-V/def2-TZVPD", "orbital_gap_ev": 10.581, "de_lowest_kcal_mol": 66.0, "mol_weight_g_mol": 103.121, "lumo_energy_ev": 0.96, "symbols": ["H", "C", "H", "C", "O", "C", "H", "H", "H", "H", "C", "H", "O", "H", "N", "H"], "coordinates": [[-0.188, 2.067, 1.129], [-0.620, 1.136, 0.746], [0.423, -2.298, 1.220], [0.465, 0.329, 0.028], [-1.143, 0.447, 1.860], [-0.058, -2.082, 0.265], [1.272, 0.144, 0.752], [1.420, 2.051, -0.871], [0.226, 1.249, -1.917], [-1.411, 1.398, 0.026], [1.017, 1.080, -1.177], [-0.753, -1.843, -1.121], [-0.702, -2.956, -0.415], [-1.682, -0.278, 1.518], [-0.078, -0.953, -0.382], [1.815, 0.509, -1.660]], "mulliken_charge": [0.33, -0.72, 0.40, 0.56, -0.52, -0.07, 0.25, 0.38, 0.34, 0.32, -1.40, 0.52, -0.64, 0.31, -0.42, 0.36]}